{"formula": "C3H4LiNaO", "method": "ωB97M-V with the def2-TZVPD basis set", "species": ["C", "C", "C", "O", "Li", "H", "H", "H", "H", "Na"], "positions_angstrom": [[-1.81894, -0.39485, 0.45083], [-1.92333, 0.76104, -0.24216], [2.31847, -0.16532, -0.60437], [2.36585, -0.49708, 0.61463], [4.14215, -0.01607, 0.15752], [-2.76268, -0.97603, 0.36369], [-1.09610, 1.48811, -0.29496], [-2.80513, 1.06732, -0.83492], [1.28771, -0.31849, -1.04298], [0.29201, -0.94863, 1.43272]], "nbo_charge": [-0.75, -0.54, -0.14, -0.85, 0.90, 0.13, 0.14, 0.15, 0.10, 0.84], "gap_ev": 5.41, "de_lowest_ev": 0.000, "energy_ev": -9841.202, "homo_energy_ev": -6.46, "e_lumo_ev": -1.0580}